1.
A molecular structure, C19H20AlCa2Cl3KN2O13. Source: the OMol25 dataset; level of theory: the ωB97M-V functional and the def2-TZVPD basis.

```
61
Properties=species:S:1:pos:R:3:forces:R:3:lowdin_charge:R:1
C 0.84913 -1.18530 4.45868 -2.764 -0.603 0.512 -0.0463
C -0.05070 -0.51119 3.35348 0.370 0.249 0.693 -0.2931
C -1.25263 0.29156 3.98505 2.399 1.601 2.157 -0.5694
O -1.13984 0.89672 5.07511 -1.059 -2.107 -2.692 -0.0032
O -2.55055 0.34040 3.31615 -0.249 -2.549 1.568 -0.0401
C -3.27263 -0.51848 4.16990 -3.206 1.011 1.968 -0.4380
C -2.94559 -2.10006 4.16306 0.373 0.363 -0.829 -0.0619
O -4.14011 -0.06660 4.97905 3.829 -2.196 -2.556 0.0822
H 0.76121 -2.31038 4.47407 0.390 1.068 -0.101 -0.0006
H 0.71494 -0.72556 5.47692 0.452 -0.283 -0.984 -0.0090
H -0.45848 -1.35227 2.65331 0.091 1.153 1.410 -0.0409
H 0.50239 0.21841 2.67508 -0.493 -1.047 0.489 0.0873
H -3.21975 -2.57389 5.18058 -0.344 -0.026 -2.263 0.0137
H -3.55656 -2.63222 3.37232 0.231 0.684 1.177 0.1293
H -1.85133 -2.33470 3.92359 -1.224 0.431 0.625 0.0616
Ca -2.38774 -1.50450 6.67100 1.080 1.492 0.606 1.6127
C 1.45167 3.74062 -0.40208 1.447 -1.332 1.220 0.0644
C 0.58420 4.49535 -1.12043 -0.831 -1.916 -1.727 -0.4734
C -0.81994 3.90036 -1.21179 -0.596 -0.147 -0.020 -0.3497
O -1.77217 4.45727 -1.74889 0.914 0.309 0.347 0.0928
C -1.04624 2.56748 -0.62103 -1.011 -0.140 0.197 0.0127
C -0.16608 1.81060 0.08329 1.142 1.299 -1.009 -0.5664
C 1.19817 2.45585 0.26711 0.718 1.687 -0.900 -0.4134
O 2.09473 1.96294 0.93696 -0.361 -1.002 0.750 0.0523
O -0.35420 0.65226 0.60209 -0.981 -2.349 1.148 -0.2447
O 0.81053 5.61134 -1.69744 4.383 -4.486 1.162 -0.3280
H 2.47049 4.09187 -0.27265 -0.009 -0.039 -0.001 0.1423
H -2.04865 2.18881 -0.79173 -0.038 -0.015 -0.117 0.1281
Ca -0.69564 -2.08516 0.81461 1.153 0.967 -1.497 1.5955
Cl -1.31328 -5.69905 1.68695 -0.452 0.698 -0.052 0.5011
C -0.45748 -7.23177 2.04794 0.852 -0.774 0.181 -0.6147
C -0.14502 -8.01650 0.79346 -0.166 -0.020 -0.196 -0.6566
Cl -1.61486 -8.66297 0.02747 0.039 0.135 0.058 0.5959
H -1.07540 -7.80756 2.73758 -0.173 0.157 -0.170 0.0824
H 0.46727 -6.96457 2.56119 -0.049 0.095 -0.098 0.0876
H 0.48703 -8.87006 1.04206 -0.040 0.092 0.164 0.0933
H 0.37956 -7.40695 0.05947 -0.118 -0.044 0.103 0.0396
N 2.61600 -4.93796 -0.33850 2.748 4.093 -1.321 -0.5446
O 2.33153 -6.18287 -0.25858 1.768 -2.987 -1.298 -0.1143
O 3.64330 -4.56598 -0.87820 -1.229 -0.632 0.649 0.0409
O 1.82289 -4.11671 0.14799 -1.137 -0.990 0.438 -0.0220
C 1.09467 5.19985 -8.20271 0.017 0.011 0.077 -0.0384
C 0.01310 4.90239 -7.37732 0.208 0.059 0.020 -0.0487
C 0.11525 5.08529 -6.00663 -0.147 -0.042 0.100 0.0073
C 1.30845 5.57260 -5.47225 -0.268 -0.326 -0.702 -0.1339
C 2.39826 5.86578 -6.29083 0.210 0.110 0.091 0.0155
C 2.28572 5.67633 -7.65994 -0.232 -0.071 0.058 -0.0410
N 1.41477 5.79132 -4.03730 0.267 -0.020 -0.474 -0.2169
O 0.41683 5.49817 -3.32496 -0.321 0.144 -6.857 0.0462
O 2.44453 6.24418 -3.60158 -0.596 -0.073 0.148 0.1570
H 1.00868 5.06074 -9.27476 0.011 0.014 0.097 0.1199
H -0.90995 4.53095 -7.80600 0.065 0.038 0.071 0.1165
H -0.73300 4.85088 -5.37380 0.166 0.102 0.052 0.1225
H 3.32817 6.23998 -5.87983 -0.162 -0.034 0.096 0.1272
H 3.12400 5.90303 -8.30760 -0.049 -0.004 0.097 0.1203
K -0.11717 6.47704 -0.31598 -4.911 6.657 6.906 1.1343
O -1.48316 -6.09618 5.39092 0.056 0.351 -0.143 -0.0397
H -1.44174 -6.15851 4.42887 -0.017 -0.071 0.069 -0.0198
H -2.09226 -5.36832 5.55091 -0.100 -0.269 0.027 0.0057
Cl 4.00858 -7.15791 -1.34945 -2.542 0.969 1.630 0.6465
Al -0.95284 2.54808 2.51176 0.499 0.552 -1.158 1.2342
```
Positions in Å, forces in eV/Å.

* charge: +3
* M: 737.0 g mol⁻¹
* highest occupied orbital energy: -12.14 eV
* total energy: -146942.798 eV

---

2.
A molecular structure, C34H46ClF3HfO3P4. Source: the OMol25 dataset; level of theory: the ωB97M-V functional and the def2-TZVPD basis.

```
92
Properties=species:S:1:pos:R:3:forces:R:3:lowdin_charge:R:1
P 1.42917 1.06910 -2.15141 -0.427 0.176 1.454 1.1801
C 3.16866 1.46127 -2.34881 0.474 0.042 -0.096 -0.3389
C 3.95127 0.85792 -3.35576 -0.195 0.271 0.166 -0.0729
H 3.53379 0.05373 -3.96247 0.129 0.228 0.088 0.1095
C 5.25061 1.31325 -3.58356 -0.105 -0.006 0.116 -0.0504
H 5.84990 0.85641 -4.37425 -0.190 0.177 0.285 0.1214
C 5.77366 2.35173 -2.80759 -0.158 -0.031 0.109 -0.0388
H 6.78186 2.71990 -3.00095 -0.285 -0.126 0.055 0.1223
C 5.01931 2.91789 -1.77191 -0.172 -0.162 -0.029 -0.0460
H 5.43344 3.71411 -1.15218 -0.076 -0.264 -0.199 0.1216
C 3.72242 2.46596 -1.53009 -0.074 -0.162 -0.331 -0.0733
H 3.12153 2.88831 -0.72321 0.231 0.030 -0.154 0.1023
C 1.03805 -0.52335 -2.91541 -0.121 -0.251 -0.187 -0.3277
C 1.73890 -1.66179 -2.47987 -0.287 0.030 -0.063 -0.0922
H 2.60992 -1.54286 -1.83796 -0.221 -0.039 -0.044 0.0916
C 1.32857 -2.93259 -2.88334 0.157 0.116 -0.004 -0.0568
H 1.86305 -3.81292 -2.51624 -0.166 0.288 -0.196 0.1198
C 0.25547 -3.07413 -3.76869 -0.074 0.032 0.120 -0.0559
H -0.06116 -4.07189 -4.08692 0.136 0.381 0.094 0.1225
C -0.40066 -1.94318 -4.25846 0.030 0.035 -0.015 -0.0566
H -1.21707 -2.04877 -4.97563 0.287 0.025 0.193 0.1220
C -0.01311 -0.66850 -3.84250 0.313 0.030 0.281 -0.0657
H -0.49468 0.21397 -4.26151 -0.023 -0.167 0.177 0.1140
C 0.37022 2.35411 -2.87821 -0.167 0.287 -0.136 -0.3124
C 0.73231 3.01105 -4.07068 -0.038 -0.238 0.194 -0.0561
H 1.68380 2.77476 -4.55135 -0.266 0.085 0.078 0.1188
C -0.12761 3.95386 -4.63572 -0.052 -0.066 0.133 -0.0420
H 0.13809 4.43150 -5.57970 -0.043 -0.112 0.317 0.1231
C -1.32688 4.28686 -3.99721 0.002 -0.087 0.079 -0.0389
H -1.99793 5.02733 -4.43565 0.265 -0.193 0.108 0.1232
C -1.67398 3.67399 -2.79087 0.096 -0.176 -0.027 -0.0516
H -2.59274 3.94005 -2.25919 0.322 -0.039 -0.308 0.1184
C -0.83968 2.69783 -2.24736 0.217 0.051 -0.068 -0.1110
H -1.10736 2.22611 -1.30281 0.006 0.228 -0.273 0.0589
Hf 0.51745 0.30036 1.95916 -2.102 -0.135 3.502 0.9774
C -1.36799 -1.25965 1.82396 0.255 -0.188 -0.039 -0.1218
C -1.95597 -1.48664 0.63455 0.029 0.137 -0.127 -0.3813
H -1.75590 -1.75153 2.72867 0.016 -0.074 -0.334 0.0411
C -1.36740 -0.73376 -0.57229 -0.793 -1.116 -0.655 -0.3797
O -2.47020 -0.09257 -1.26556 1.004 0.229 -0.110 -0.0419
H -2.13671 0.47586 -1.98910 -0.095 -0.471 0.360 0.0890
C -0.41578 0.23034 -0.03065 0.890 0.997 1.086 -0.2905
H -0.84445 -1.45585 -1.23811 -0.345 0.279 0.040 0.1282
C 0.69875 0.91055 -0.16456 0.037 0.772 -6.358 -0.3148
Cl 2.38260 1.71314 2.47496 0.457 0.107 0.022 0.0625
P -1.31808 2.26762 2.29225 -0.572 0.239 0.902 0.7721
P 1.97360 -1.90706 2.03412 0.770 -1.498 0.347 0.7468
C -0.88732 3.21855 3.78373 0.150 0.195 0.080 -0.2408
H 0.18943 3.43255 3.77293 -0.281 0.050 0.093 0.0352
H -1.12640 2.64160 4.68669 0.094 0.160 -0.282 0.0408
H -1.45398 4.15929 3.77793 0.168 -0.227 0.187 0.0571
C -1.73241 3.57029 1.09442 0.139 0.079 -0.345 -0.2473
H -2.47789 3.20467 0.37561 0.170 0.088 0.167 0.0470
H -0.83088 3.86792 0.54585 -0.219 0.136 0.070 0.0439
H -2.13425 4.43777 1.63596 0.062 -0.236 -0.258 0.0610
C -2.95480 1.58680 2.71531 -0.201 -0.130 -0.107 -0.2355
H -2.87870 0.97563 3.62502 0.006 0.178 -0.227 0.0486
H -3.29933 0.94739 1.89125 0.018 0.185 0.197 0.0300
H -3.67222 2.40567 2.87200 0.184 -0.250 0.025 0.0672
C 2.79276 -2.19738 3.63675 0.005 0.273 0.310 -0.2364
H 2.13174 -2.77405 4.29717 0.168 0.189 -0.142 0.0655
H 2.99155 -1.23462 4.12471 0.054 -0.315 -0.048 0.0355
H 3.73268 -2.74467 3.47851 -0.345 0.104 0.077 0.0598
C 1.09199 -3.47653 1.74312 -0.227 -0.107 -0.147 -0.2589
H 0.66419 -3.46697 0.73042 0.094 -0.052 0.222 0.0306
H 0.26487 -3.55715 2.46108 0.227 -0.036 -0.157 0.0447
H 1.76490 -4.33968 1.85263 -0.167 0.283 -0.009 0.0685
C 3.37359 -2.00062 0.87597 0.205 0.250 -0.313 -0.2469
H 3.70037 -0.98233 0.62890 0.105 -0.252 -0.011 0.0406
H 3.07274 -2.51818 -0.04241 0.098 0.107 0.225 0.0255
H 4.20366 -2.54289 1.34816 -0.227 0.141 -0.242 0.0598
P -3.33668 -2.61248 0.28151 0.781 0.871 0.264 0.8875
C -3.73164 -3.51505 1.76999 -0.118 -0.327 0.066 -0.1655
C -2.79607 -3.72649 -1.02317 -0.125 -0.248 -0.095 -0.1590
H -3.76073 -2.82906 2.62326 -0.071 -0.104 -0.185 0.0669
H -2.97513 -4.28595 1.95714 -0.149 0.164 -0.022 0.0745
H -4.71182 -3.99281 1.64364 0.219 0.073 0.107 0.0775
H -2.55961 -3.15859 -1.93327 -0.149 -0.098 0.230 0.0585
H -3.59566 -4.45185 -1.23366 0.273 0.173 -0.040 0.0773
H -1.89261 -4.26109 -0.69846 -0.272 0.123 -0.026 0.0688
C -4.76659 -1.67564 -0.26122 -0.275 -0.082 -0.146 -0.1624
H -5.12437 -1.04731 0.56402 0.068 -0.201 -0.122 0.0757
H -5.56382 -2.36402 -0.57845 0.175 0.253 0.091 0.0769
H -4.45594 -1.01927 -1.08242 -0.185 -0.295 0.197 0.0509
H 0.93576 1.85704 0.38030 0.328 -0.809 0.050 0.0153
F -1.49744 0.90307 6.35460 0.545 -0.927 -0.229 0.1186
C -0.89682 -0.31661 6.16065 -0.643 0.128 0.899 -0.4797
F -0.52240 -0.79282 7.36347 -0.383 0.439 -1.213 0.1646
F -1.86156 -1.14027 5.65656 0.742 0.454 0.198 0.1182
C 0.31686 -0.16933 5.19352 0.906 -0.022 0.484 -0.4804
O 1.44187 -0.27078 5.64165 -1.302 0.123 -0.740 0.1198
O -0.05298 0.06436 3.95862 0.281 -0.174 0.309 -0.2684
```
Positions in Å, forces in eV/Å.

* charge: +2
* M: 897.6 g mol⁻¹
* highest occupied orbital energy: -13.26 eV
* total energy: -101272.326 eV

---

3.
C2H9NO2P2 in the gas phase. Source: the OMol25 dataset; level of theory: the ωB97M-V functional and the def2-TZVPD basis.

```
16
Properties=species:S:1:pos:R:3:forces:R:3:nbo_charge:R:1
C 0.29710 0.13545 2.30395 4.427 -3.136 -1.450 -1.1069
C -0.87665 0.65115 -2.39375 0.451 0.858 2.182 -1.0233
N -1.71319 0.25326 0.20525 1.678 1.554 5.144 -1.2716
O 0.62201 1.68296 0.09942 0.833 -0.050 -0.253 -1.0950
O -2.29535 -1.47666 -1.37154 0.457 -1.270 -0.742 -1.0911
P -0.31518 1.19467 1.11749 -3.299 -0.049 -4.287 1.8665
P -1.17190 -0.56635 -1.08725 -0.055 0.162 -1.257 1.9024
H 0.17400 -0.95954 1.93252 -0.235 1.816 1.026 0.2861
H 1.50010 0.23698 2.19409 -2.723 0.087 0.403 0.2978
H 0.04330 0.34030 3.28621 -0.709 0.002 1.936 0.2669
H -1.28161 0.18949 -3.25758 0.000 0.058 -1.175 0.2564
H -1.40422 1.55852 -2.05911 -0.562 -0.500 -0.387 0.2603
H 0.13480 1.06406 -2.36537 0.203 -0.754 -0.611 0.2701
H -2.09941 -0.49172 0.86518 0.317 1.348 -1.130 0.4088
H -1.07423 2.25497 1.53763 -0.389 0.259 1.120 -0.0835
H 0.11943 -1.02825 -0.66184 -0.394 -0.384 -0.520 -0.1441
```
Positions in Å, forces in eV/Å.

* SMILES string: C[P@H](=O)N[P@@H](C)=O
* M: 141.0 g mol⁻¹
* highest occupied orbital energy: -10.01 eV
* total energy: -26383.260 eV

---

4.
A gas-phase ion, C5H8N (charge +1). Source: the OMol25 dataset; level of theory: the ωB97M-V functional and the def2-TZVPD basis.

```
14
Properties=species:S:1:pos:R:3:forces:R:3:lowdin_charge:R:1
C -0.76945 -0.98064 0.66415 0.263 1.772 0.782 0.1933
C 0.56348 -0.76510 0.60848 -4.935 2.186 -1.108 -0.1257
C -0.85633 1.55246 -0.29512 2.347 -1.293 -1.325 -0.1686
C -0.36700 0.30928 0.31683 1.242 -3.082 0.740 0.0412
C 1.85043 -1.19939 0.76665 5.157 -1.618 0.329 -0.0208
N -1.22057 0.93938 -1.54582 -0.101 0.698 -0.533 0.0645
H -1.63959 -1.49627 1.01489 -0.093 -0.667 -0.191 0.1398
H -1.58124 2.00542 0.24771 -3.038 0.798 1.393 0.1017
H -0.15611 2.36107 -0.34778 0.984 0.038 -0.547 0.1325
H 2.27591 -1.87330 -0.05716 -1.060 0.762 0.903 0.1541
H 2.02145 -1.77086 1.72281 -0.361 0.533 -0.899 0.1388
H 2.52150 -0.32747 0.74727 -0.026 -0.338 0.207 0.1127
H -2.12533 0.49333 -1.57821 0.319 0.023 -0.352 0.1115
H -0.51714 0.75208 -2.26470 -0.699 0.189 0.603 0.1250
```
Positions in Å, forces in eV/Å.

* charge: +1
* M: 82.1 g mol⁻¹
* highest occupied orbital energy: -13.98 eV
* total energy: -6794.597 eV